1.
{
  "formula": "C4H14NO",
  "method": "ωB97M-V with the def2-TZVPD basis set",
  "orbital_gap_ha": 0.42985,
  "charge": 1,
  "total_energy_ha": -290.5326,
  "e_lumo_ev": -3.39,
  "homo_energy_ev": -15.087,
  "species": ["C", "C", "C", "C", "N", "H", "H", "H", "H", "H", "H", "H", "H", "H", "H", "H", "H", "H", "H", "O"],
  "positions_angstrom": [[1.18311, 0.05783, -0.34714], [0.03824, 0.72560, 0.43183], [0.50622, 1.46250, 1.69107], [-1.01278, 1.48920, -0.45084], [0.55695, -0.99930, -1.23592], [1.85445, 0.69458, -0.92439], [1.89226, -0.36467, 0.37361], [-0.49393, -0.17953, 0.75794], [1.58331, 1.61833, 1.80456], [-0.02071, 2.38054, 1.90498], [0.27374, 0.79064, 2.53062], [-1.77462, 0.84450, -0.87569], [-0.34333, 1.93495, -1.20578], [-1.42098, 2.36985, 0.03903], [0.49393, -1.89246, -0.77571], [-0.32242, -0.58519, -1.53044], [1.11082, -1.06442, -2.08630], [-0.77491, -2.93719, 0.45188], [-2.09028, -3.36822, -0.16189], [-1.23906, -2.97755, -0.39142]]
}


2.
{
  "formula": "C54H54O18",
  "method": "ωB97M-V with the def2-TZVPD basis set",
  "orbital_gap_ha": 0.28621,
  "smiles": "Oc1ccc(O)cc1.Oc1ccc(O)cc1.Oc1ccc(O)cc1.Oc1ccc(O)cc1.Oc1ccc(O)cc1.Oc1ccc(O)cc1.Oc1ccc(O)cc1.Oc1ccc(O)cc1.Oc1ccc(O)cc1",
  "total_energy_ha": -3443.8670,
  "e_lumo_ev": 0.04,
  "homo_energy_ev": -7.751,
  "species": ["O", "C", "C", "C", "C", "O", "C", "C", "H", "H", "H", "H", "H", "H", "O", "C", "C", "C", "C", "O", "C", "C", "H", "H", "H", "H", "H", "H", "O", "C", "C", "C", "C", "O", "C", "C", "H", "H", "H", "H", "H", "H", "O", "C", "C", "C", "C", "O", "C", "C", "H", "H", "H", "H", "H", "H", "O", "C", "C", "C", "C", "O", "C", "C", "H", "H", "H", "H", "H", "H", "O", "C", "C", "C", "C", "O", "C", "C", "H", "H", "H", "H", "H", "H", "O", "C", "C", "C", "C", "O", "C", "C", "H", "H", "H", "H", "H", "H", "O", "C", "C", "C", "C", "O", "C", "C", "H", "H", "H", "H", "H", "H", "O", "C", "C", "C", "C", "O", "C", "C", "H", "H", "H", "H", "H", "H"],
  "positions_angstrom": [[-1.23775, -2.38295, 1.51205], [-0.41407, -1.29352, 1.29875], [-0.95478, -0.20970, 0.53673], [-0.12720, 0.80569, 0.01700], [1.18099, 0.93027, 0.52575], [1.92110, 2.01090, 0.22079], [1.67864, -0.05967, 1.35212], [0.94269, -1.25877, 1.64758], [-0.94043, -3.10939, 1.99868], [-2.14999, -0.27011, 0.50609], [-0.77017, 1.53669, -0.58247], [2.63307, 2.39592, 0.75059], [2.75959, -0.17039, 1.65640], [1.29193, -1.94143, 2.30050], [2.67333, 3.84687, -4.84497], [1.45920, 4.11958, -4.40928], [0.99340, 3.30786, -3.30023], [-0.29396, 3.48727, -2.84487], [-1.10524, 4.42561, -3.36719], [-2.39508, 4.47913, -2.79655], [-0.66970, 5.22083, -4.37702], [0.62149, 5.13593, -4.99884], [2.88157, 3.78054, -5.86524], [1.70995, 2.70317, -2.76557], [-0.58579, 2.90986, -2.20482], [-2.82636, 3.69783, -2.99051], [-1.33940, 5.94910, -4.71158], [0.85475, 5.84997, -5.87764], [-4.86564, 1.56101, -0.81326], [-5.04338, 0.96192, -2.00056], [-3.90067, 0.29945, -2.60969], [-4.10195, -0.44773, -3.83320], [-5.33126, -0.61455, -4.33761], [-5.55601, -1.35808, -5.48592], [-6.45283, 0.05390, -3.81088], [-6.29259, 0.82282, -2.67413], [-5.01711, 0.83892, -0.09363], [-2.88501, 0.38651, -2.22016], [-3.37589, -1.10669, -4.28707], [-6.40146, -1.42613, -5.68833], [-7.43517, -0.16853, -4.42825], [-7.31162, 1.15147, -2.19400], [-0.25127, -5.56194, 2.21822], [0.77979, -5.26676, 1.44436], [2.07817, -5.02726, 1.92595], [3.10670, -4.51577, 1.09132], [2.80162, -4.25333, -0.22381], [3.75628, -3.71652, -1.07553], [1.52221, -4.49563, -0.76939], [0.47111, -4.96269, 0.12009], [0.03503, -5.92959, 3.08481], [2.14732, -5.42414, 2.92970], [4.15478, -4.16405, 1.67223], [4.49092, -3.47643, -0.44715], [0.97741, -4.33441, -1.73258], [-0.52414, -4.97976, -0.24764], [-0.34662, 6.04822, 0.41515], [1.01600, 5.67221, 0.52916], [1.73091, 5.68269, 1.78987], [3.02458, 5.16961, 1.81052], [3.72651, 4.82736, 0.68673], [4.99626, 4.32549, 0.95668], [3.13002, 5.04173, -0.46584], [1.81415, 5.54035, -0.64520], [-0.48536, 6.58153, -0.60239], [1.42030, 5.88758, 2.65871], [3.35829, 4.90742, 2.83568], [5.18951, 4.36131, 1.80829], [3.77631, 4.94819, -1.32516], [1.25743, 5.65962, -1.51430], [-5.16227, 1.79124, 3.70756], [-5.70346, 0.82400, 2.98105], [-4.93120, -0.20447, 2.40723], [-5.47952, -1.25338, 1.62255], [-6.90390, -1.12989, 1.35532], [-7.49769, -2.26426, 0.89621], [-7.70064, -0.05817, 1.90898], [-7.08920, 0.89358, 2.77166], [-4.27143, 1.62252, 3.83197], [-3.85026, -0.12060, 2.73244], [-4.89512, -2.20919, 1.46871], [-6.79764, -2.75822, 0.39338], [-8.71733, -0.06925, 1.62130], [-7.58411, 1.72871, 2.92676], [4.69673, 1.97901, 7.58634], [4.70009, 1.80840, 6.25115], [5.75335, 1.10486, 5.56871], [5.75264, 1.15802, 4.23270], [4.57579, 1.55640, 3.53554], [4.52782, 1.50517, 2.19519], [3.43845, 2.07892, 4.19288], [3.57639, 2.23448, 5.60151], [5.44689, 1.67317, 8.11690], [6.79214, 0.92882, 6.07253], [6.59082, 0.70049, 3.67063], [5.23450, 1.02482, 1.87794], [2.50278, 2.50453, 3.80120], [2.80188, 2.69358, 6.17132], [-6.02837, -2.39837, -2.04020], [-5.29407, -3.36776, -1.64022], [-5.70125, -4.63652, -1.31016], [-4.82241, -5.59302, -0.81874], [-3.53789, -5.33791, -0.37902], [-2.65784, -6.30582, 0.13273], [-3.10793, -4.00574, -0.44976], [-3.93841, -3.08313, -1.15194], [-5.49073, -1.87913, -2.35229], [-6.81934, -4.92003, -1.43987], [-5.07654, -6.49057, -0.79564], [-2.02781, -6.06772, 0.70236], [-2.12548, -3.56935, -0.29694], [-3.46587, -2.05244, -1.30351], [5.46620, -1.07923, 1.19408], [5.80951, -1.41400, -0.03497], [6.71694, -2.49592, -0.25232], [7.18040, -2.85898, -1.60078], [6.65967, -2.18172, -2.68261], [7.08148, -2.65202, -3.93642], [5.67310, -1.21848, -2.50860], [5.30463, -0.82928, -1.21687], [5.90589, -1.28761, 1.91264], [7.04549, -2.86333, 0.57706], [7.92520, -3.68396, -1.74984], [6.72393, -2.16507, -4.43049], [5.42132, -0.74968, -3.44524], [4.39831, 0.04710, -1.02016]]
}


3.
{
  "formula": "H3OPS2",
  "method": "ωB97M-V with the def2-TZVPD basis set",
  "orbital_gap_ha": [0.30101, 0.26974],
  "total_energy_ha": -1214.6704,
  "e_lumo_ev": [-0.68, -2.25],
  "homo_energy_ev": [-8.873, -9.593],
  "species": ["O", "P", "S", "S", "H", "H", "H"],
  "positions_angstrom": [[0.16506, -0.74077, -1.08727], [0.44041, -0.18373, 0.44638], [2.29521, -0.50742, 1.01500], [-0.11724, 1.78538, 0.25644], [0.78498, -0.34785, -1.75790], [-2.22521, -1.22142, 1.31486], [-1.34321, 1.21581, -0.18752]]
}


4.
{
  "formula": "C2H4N4",
  "method": "ωB97M-V with the def2-TZVPD basis set",
  "orbital_gap_ha": 0.42610,
  "smiles": "Cc1nn[nH]n1",
  "total_energy_ha": -297.5776,
  "e_lumo_ev": 1.16,
  "homo_energy_ev": -10.437,
  "species": ["C", "C", "N", "N", "N", "N", "H", "H", "H", "H"],
  "positions_angstrom": [[0.79813, -1.36797, -0.01072], [0.00088, -0.12256, -0.01558], [-1.36000, -0.14603, 0.15243], [-1.72773, 1.09238, 0.18231], [-0.63265, 1.77486, -0.00759], [0.45243, 1.10592, -0.17344], [1.81532, -1.18717, -0.71381], [1.19085, -1.59600, 1.07456], [0.15903, -2.32067, -0.37520], [-0.69626, 2.76725, -0.11296]]
}


Energy relative to the best compared isomer or geometry (same formula, charge and spin)
In order: 111.8, 1360.0, 371.9, 175.2
Unit: kJ/mol